Entry 1:
Here is a cluster of 2 separate species, C40H57F3N3O10PS in total from the OMol25 dataset. Energies are from the ωB97M-V functional and the def2-TZVPD basis.

```
115
Properties=species:S:1:pos:R:3:mulliken_charge:R:1
C 8.138 -4.058 1.594 -0.71
C 9.384 -3.030 1.921 0.62
O 10.039 -2.978 3.103 -0.53
O 9.823 -2.074 0.885 -0.36
C 8.788 -1.011 0.675 -0.28
C 8.594 -0.061 2.023 -0.37
C 8.301 1.537 1.639 -0.65
C 6.716 1.827 1.290 -0.42
C 5.712 1.703 2.586 -0.40
C 4.171 2.268 2.265 -0.50
C 3.016 1.144 2.585 -0.38
C 1.700 1.208 1.609 -0.28
C 1.757 0.190 0.312 0.85
C 2.344 -1.347 0.579 -0.91
C 2.480 -2.466 -0.645 0.37
C 3.119 -3.929 -0.274 -0.46
C 2.536 -4.612 1.102 -0.20
C 1.635 -5.948 0.652 0.35
O 2.149 -6.985 -0.040 -0.53
O 0.176 -6.058 0.973 -0.47
C 1.986 -1.965 -2.133 0.17
C 1.393 -0.424 -2.400 -0.09
C 1.232 0.706 -1.189 0.28
C 0.641 2.203 -1.503 -0.91
C -0.931 2.427 -1.038 0.04
C -2.034 1.961 -2.170 -0.69
O -1.143 1.577 0.143 0.07
C -2.281 2.021 0.961 -0.29
C -2.441 0.873 2.167 0.59
C -1.920 -0.667 1.778 -0.21
C -1.951 -1.933 2.857 -0.32
C -2.527 -1.596 4.355 -0.39
C -3.089 -0.078 4.729 -0.42
C -3.069 1.200 3.662 -0.45
C 0.979 -0.102 -3.989 0.12
O -0.063 0.649 -4.355 -0.48
C 1.965 -0.855 -5.110 -0.56
C 2.533 -2.242 -4.870 0.27
S 3.687 -3.145 -6.037 1.04
O 3.786 -4.686 -5.717 -0.54
O 3.298 -3.033 -7.546 -0.56
C 5.448 -2.482 -5.704 0.64
F 6.511 -3.399 -6.181 -0.17
F 5.555 -1.115 -6.326 -0.22
F 5.543 -2.252 -4.214 -0.23
C 2.105 -2.998 -3.441 -0.02
O 1.848 -4.307 -3.395 -0.52
H 7.124 -3.457 1.695 0.10
H 8.146 -5.042 2.229 0.33
H 8.198 -4.381 0.450 0.29
H 9.199 -0.374 -0.245 0.28
H 7.739 -1.495 0.465 0.10
H 7.790 -0.492 2.763 0.20
H 9.636 -0.102 2.594 0.30
H 9.009 1.753 0.703 0.29
H 8.714 2.199 2.529 0.31
H 6.616 2.893 0.818 0.35
H 6.396 1.030 0.488 0.10
H 6.216 2.326 3.471 0.27
H 5.691 0.574 2.924 0.15
H 3.996 3.170 3.028 0.25
H 4.114 2.735 1.189 0.31
H 3.542 0.099 2.643 0.05
H 2.625 1.381 3.687 0.31
H 0.736 0.929 2.252 0.09
H 1.559 2.329 1.266 0.07
H 2.682 -1.672 1.674 0.26
H 3.043 -4.737 -1.117 0.34
H 4.286 -3.765 -0.086 0.16
H 1.810 -3.905 1.713 0.21
H 3.389 -5.059 1.808 0.29
H -0.222 -5.137 0.987 0.34
H 1.312 2.983 -0.912 0.37
H 0.781 2.467 -2.649 0.40
H -1.094 3.575 -0.860 0.27
H -2.000 2.646 -3.119 0.35
H -3.157 1.994 -1.781 0.05
H -1.823 0.815 -2.399 0.12
H -3.298 2.121 0.391 -0.08
H -2.081 3.039 1.549 0.26
H -1.494 -0.948 0.700 0.22
H -1.530 -2.992 2.506 0.20
H -2.514 -2.497 5.138 0.27
H -3.508 0.082 5.811 0.28
H -3.477 2.282 3.953 0.29
H 2.257 -0.261 -6.092 0.34
C -7.976 -0.060 -0.303 -0.80
N -7.191 1.090 0.124 0.15
C -6.400 0.722 1.305 -0.98
P -7.586 2.767 0.021 0.84
O -6.098 3.125 -0.212 -0.77
N -7.992 3.113 -1.628 0.19
C -8.470 2.127 -2.585 -1.25
C -7.136 4.064 -2.352 -0.97
N -9.296 2.355 0.289 -0.09
C -10.224 3.471 -0.025 -1.01
C -9.578 2.043 1.709 -1.11
H -8.826 -0.271 0.352 0.30
H -7.358 -0.966 -0.322 0.39
H -8.349 0.021 -1.319 0.19
H -7.010 0.714 2.213 0.21
H -5.574 1.422 1.470 0.14
H -5.940 -0.268 1.197 0.42
H -7.682 1.423 -2.869 0.30
H -8.831 2.607 -3.503 0.45
H -9.340 1.584 -2.209 0.36
H -6.205 3.595 -2.682 0.28
H -6.895 4.928 -1.719 0.31
H -7.646 4.473 -3.230 0.32
H -9.959 4.373 0.539 0.37
H -11.259 3.200 0.215 0.39
H -10.240 3.727 -1.087 0.30
H -9.235 2.850 2.366 0.39
H -9.101 1.119 2.033 0.26
H -10.650 1.886 1.877 0.40
```

Summary:
Frontier orbital gap in eV: 5.859
Multiplicity: 1
E_tot in eV: -95589.6538

***

Entry 2:
Here is a cluster of 2 separate species, C40H57N3O3P in total from the OMol25 dataset. Energies are from the ωB97M-V functional and the def2-TZVPD basis.

```
104
Properties=species:S:1:pos:R:3:mulliken_charge:R:1
C -3.510 -4.505 -3.632 -0.63
C -2.240 -4.178 -4.423 -1.06
C -1.531 -2.911 -3.933 -0.68
C -1.310 -2.906 -2.408 -0.13
P -0.510 -1.320 -1.752 -0.18
C 1.079 -1.365 -2.782 0.19
C 1.979 -0.164 -2.454 -0.22
C 3.240 -0.151 -3.327 -0.94
C 4.013 -1.473 -3.299 -0.70
C 3.119 -2.698 -3.521 -1.02
C 1.837 -2.701 -2.675 -0.39
C -1.511 -0.034 -2.765 0.48
C -3.032 -0.263 -2.703 -0.53
C -3.814 0.754 -3.540 -1.07
C -3.408 2.213 -3.305 -0.72
C -1.889 2.415 -3.297 -0.97
C -1.146 1.416 -2.399 -0.07
C -2.560 -3.281 -1.584 -0.70
C -3.266 -4.534 -2.121 -0.95
H -4.296 -3.773 -3.871 0.30
H -3.895 -5.478 -3.961 0.41
H -1.543 -5.027 -4.362 0.35
H -2.482 -4.051 -5.485 0.40
H -0.567 -2.811 -4.455 0.23
H -2.115 -2.035 -4.241 0.18
H -0.563 -3.689 -2.189 0.86
H 0.734 -1.253 -3.827 0.74
H 1.443 0.773 -2.638 -0.39
H 2.242 -0.172 -1.384 0.36
H 2.942 0.064 -4.363 0.35
H 3.889 0.670 -3.006 0.42
H 4.790 -1.452 -4.072 0.39
H 4.535 -1.569 -2.338 0.31
H 2.834 -2.738 -4.582 0.39
H 3.686 -3.612 -3.314 0.38
H 2.071 -2.914 -1.619 0.11
H 1.211 -3.534 -3.026 0.17
H -1.195 -0.187 -3.812 0.66
H -3.301 -1.255 -3.087 -0.15
H -3.364 -0.241 -1.652 0.40
H -3.680 0.515 -4.607 0.33
H -4.883 0.630 -3.335 0.41
H -3.856 2.837 -4.086 0.41
H -3.833 2.563 -2.354 0.30
H -1.512 2.309 -4.325 0.36
H -1.653 3.436 -2.980 0.41
H -1.366 1.600 -1.335 0.03
H -0.071 1.587 -2.532 -0.11
H -2.257 -3.460 -0.541 0.33
H -3.271 -2.445 -1.545 0.27
H -4.219 -4.661 -1.595 0.39
H -2.655 -5.414 -1.877 0.32
C 1.308 3.737 6.326 -0.92
N 0.731 3.227 5.102 0.24
C -0.217 3.910 4.398 0.17
O -0.734 4.973 4.732 -0.68
C -0.534 3.085 3.148 0.02
C -0.177 3.788 1.835 -0.12
C -0.979 5.048 1.593 0.51
C -0.323 6.278 1.457 -0.30
C -1.072 7.455 1.407 -0.59
C -2.468 7.398 1.408 -0.46
C -3.119 6.159 1.440 -0.76
C -2.372 4.981 1.518 -0.30
N 0.259 1.869 3.364 0.59
C 0.225 0.872 2.455 0.22
C 0.991 -0.281 2.561 0.12
C 0.981 -1.355 1.668 0.07
C 1.725 -2.558 1.932 0.56
C 1.634 -3.718 1.087 0.07
C 2.361 -4.865 1.343 -0.44
C 3.230 -4.918 2.451 -0.27
N 4.020 -6.075 2.697 0.95
O 4.783 -6.076 3.690 -0.56
O 3.928 -7.051 1.918 -0.56
C 3.333 -3.820 3.319 -0.73
C 2.609 -2.670 3.064 -0.44
C 1.108 1.922 4.571 0.17
C 2.615 1.921 4.272 -1.52
C 0.781 0.839 5.609 -1.66
H 0.907 4.734 6.517 0.38
H 1.070 3.071 7.161 0.30
H 2.397 3.786 6.228 0.30
H -1.611 2.832 3.151 0.36
H 0.901 4.020 1.844 0.37
H -0.361 3.078 1.012 -0.05
H 0.769 6.291 1.424 0.34
H -0.553 8.414 1.379 0.38
H -3.049 8.316 1.380 0.39
H -4.206 6.103 1.421 0.39
H -2.862 4.002 1.536 0.35
H -0.454 1.015 1.610 0.82
H 1.643 -0.327 3.427 -1.11
H 0.365 -1.296 0.767 0.19
H 0.961 -3.692 0.221 0.34
H 2.298 -5.748 0.710 0.52
H 3.999 -3.897 4.173 0.51
H 2.740 -1.831 3.748 0.31
H 2.875 2.786 3.648 0.34
H 3.163 1.982 5.221 0.50
H 2.932 1.014 3.756 0.40
H -0.257 0.952 5.946 0.39
H 0.912 -0.165 5.205 0.36
H 1.453 0.960 6.468 0.49
```

Summary:
Total charge: +1
Frontier orbital gap in eV: 5.731
Multiplicity: 1
E_tot in eV: -62298.5985

***

Entry 3:
Here is a structure of composition C40H58Br58IN2O7P2S from the OMol25 dataset. Energies are from the ωB97M-V functional and the def2-TZVPD basis.

```
169
Properties=species:S:1:pos:R:3:mulliken_charge:R:1
C 2.449 5.438 2.275 -0.10
C 3.618 4.993 3.201 -0.71
C 4.699 4.117 2.514 -0.98
C 4.454 2.593 2.677 -0.52
O 3.472 2.165 1.753 0.66
C 3.211 0.772 1.563 0.11
C 3.790 -0.073 2.705 -1.19
C 3.340 -1.513 2.840 -0.61
O 2.946 -2.276 2.022 -0.09
I 3.514 -2.382 4.839 -0.02
C 3.827 0.465 0.123 1.28
C 4.879 1.481 -0.421 -1.81
C 4.437 2.478 -1.538 1.09
C 3.619 3.706 -1.087 -0.74
C 5.813 3.072 -2.054 -1.45
P 4.739 -1.191 -0.056 -0.04
O 6.013 -1.400 0.739 -0.80
O 2.802 0.421 -0.905 -0.25
C 1.758 -0.529 -0.672 0.66
N 0.818 -0.423 -1.826 -0.64
C 0.862 0.683 -2.368 0.52
S 0.349 2.105 -2.890 -0.18
C 0.942 -0.119 0.601 1.97
C 0.246 -1.404 1.158 -0.54
C -1.321 -1.353 1.145 -0.63
C -1.913 -1.250 -0.278 0.31
C -3.474 -1.091 -0.142 0.17
C -4.017 0.212 -0.759 -1.11
O -3.391 1.384 -0.237 -0.16
C -4.299 2.106 0.588 -0.76
N 1.640 0.813 1.544 -0.01
Br 1.055 2.599 0.944 0.00
P 0.902 0.788 3.252 0.10
O -0.593 1.401 2.921 -0.20
O 1.608 1.979 4.130 -0.38
H 1.539 4.912 2.593 -0.39
H 2.315 6.529 2.288 0.50
H 2.616 5.170 1.220 -0.02
H 3.253 4.507 4.120 0.25
H 4.133 5.916 3.519 0.48
H 4.923 4.403 1.477 0.38
H 5.628 4.280 3.073 0.51
H 5.439 2.123 2.483 0.30
H 4.253 2.445 3.749 0.36
H 3.645 0.346 3.711 1.16
H 4.896 -0.082 2.607 0.36
H 5.443 2.047 0.326 0.27
H 5.673 0.917 -0.944 0.63
H 4.035 1.982 -2.432 0.43
H 3.675 3.934 -0.019 -0.54
H 3.938 4.593 -1.659 0.64
H 2.560 3.549 -1.340 -0.18
H 6.592 2.304 -2.135 0.15
H 6.102 3.910 -1.409 0.39
H 5.634 3.431 -3.082 0.45
H 3.876 -2.289 -0.045 0.12
H 5.174 -1.108 -1.413 0.13
H 2.030 -1.604 -0.679 -1.14
H 0.091 0.443 0.192 0.34
H 0.537 -1.721 2.166 0.71
H 0.473 -2.259 0.502 -0.64
H -1.617 -2.351 1.523 0.38
H -1.743 -0.629 1.852 -0.29
H -1.578 -0.332 -0.789 -0.04
H -1.684 -2.120 -0.908 0.25
H -3.714 -1.045 0.936 -0.33
H -4.000 -1.976 -0.528 0.19
H -4.013 0.200 -1.860 0.33
H -5.081 0.267 -0.457 0.55
H -5.257 2.297 0.076 0.40
H -3.901 3.109 0.847 0.02
H -4.432 1.523 1.517 0.33
H -1.172 0.943 3.553 0.19
H 1.971 1.600 4.944 0.35
C -4.997 -2.732 3.694 -0.47
Br -3.806 -1.327 4.288 -0.03
Br -6.185 -2.126 2.301 0.08
Br -4.036 -4.319 3.164 0.00
H -5.610 -3.002 4.544 0.41
C -2.997 -6.240 -0.852 -0.07
Br -4.441 -5.182 -1.567 0.16
Br -1.581 -5.128 -0.156 0.02
Br -3.624 -7.517 0.447 0.04
H -2.580 -6.806 -1.676 -0.02
C -0.663 3.793 -6.455 -0.28
Br -2.413 3.343 -7.127 0.03
Br 0.410 4.693 -7.783 -0.06
Br -0.774 4.803 -4.812 -0.10
H -0.163 2.862 -6.221 0.34
C -10.318 -2.644 1.914 -0.30
Br -12.240 -2.520 1.812 -0.04
Br -9.726 -4.470 2.123 0.00
Br -9.467 -1.789 0.406 -0.03
H -10.010 -2.106 2.801 0.33
C 5.775 -5.898 3.364 -0.36
Br 4.709 -7.140 2.344 0.05
Br 7.402 -6.713 4.007 -0.05
Br 6.128 -4.278 2.376 0.06
H 5.193 -5.620 4.233 0.35
C 9.415 3.400 -3.854 -0.33
Br 9.253 1.588 -3.205 -0.02
Br 8.807 4.689 -2.549 -0.02
Br 11.209 3.782 -4.447 -0.03
H 8.768 3.490 -4.716 0.39
C -7.184 -7.875 -3.565 0.62
Br -8.060 -8.339 -5.223 -0.05
Br -8.333 -6.843 -2.408 -0.01
Br -6.467 -9.427 -2.671 0.05
H -6.339 -7.249 -3.818 -0.71
C -1.926 5.153 4.268 -0.10
Br -0.868 6.519 3.416 0.09
Br -2.635 3.892 2.990 0.01
Br -0.953 4.270 5.685 -0.07
H -2.772 5.651 4.727 0.09
C 5.765 -10.444 4.309 -0.07
Br 5.014 -10.901 2.590 -0.03
Br 4.444 -9.660 5.480 0.00
Br 6.641 -11.954 5.129 -0.03
H 6.522 -9.690 4.135 0.09
C -5.292 -12.161 0.108 -0.22
Br -5.585 -13.959 0.741 -0.02
Br -5.573 -10.857 1.503 -0.02
Br -3.555 -11.962 -0.712 0.00
H -6.030 -11.969 -0.659 0.21
C -2.226 8.567 6.693 -0.26
Br -3.888 7.987 5.895 0.00
Br -1.188 9.645 5.475 0.00
Br -2.519 9.469 8.371 -0.04
H -1.646 7.677 6.904 0.27
C 2.140 -4.790 -2.482 -0.51
Br 0.344 -5.016 -3.131 0.16
Br 3.260 -3.859 -3.744 -0.05
Br 2.111 -3.917 -0.758 -0.03
H 2.568 -5.774 -2.336 0.52
C -2.848 12.478 2.787 -0.34
Br -3.007 13.918 1.511 -0.03
Br -3.968 12.759 4.331 0.07
Br -3.178 10.758 1.970 0.00
H -1.823 12.472 3.133 0.32
C 9.556 1.083 2.453 -0.41
Br 10.593 2.062 1.155 -0.02
Br 8.876 2.239 3.840 -0.06
Br 8.162 0.033 1.614 0.20
H 10.227 0.384 2.936 0.36
C -2.371 -7.027 -4.766 0.57
Br -4.291 -6.862 -4.878 0.20
Br -1.821 -8.850 -4.467 0.01
Br -1.509 -6.247 -6.300 -0.02
H -2.053 -6.454 -3.903 -0.74
C -2.118 -2.548 -7.413 -0.03
Br -0.701 -1.290 -7.781 -0.03
Br -2.803 -2.325 -5.624 0.10
Br -3.530 -2.477 -8.720 -0.01
H -1.688 -3.538 -7.471 0.00
C -6.870 -5.060 -7.881 0.06
Br -6.379 -3.735 -6.565 -0.02
Br -8.471 -4.562 -8.833 -0.03
Br -5.416 -5.463 -9.091 -0.03
H -7.092 -5.971 -7.340 -0.02
C -6.834 13.159 7.756 -0.40
Br -6.028 14.818 8.322 0.00
Br -7.930 13.393 6.185 0.00
Br -5.511 11.776 7.502 0.04
H -7.487 12.833 8.555 0.35
C -0.984 1.279 -11.205 -0.12
Br -0.438 2.591 -9.897 0.13
Br -2.547 1.852 -12.180 -0.01
Br 0.465 0.804 -12.387 -0.02
H -1.258 0.384 -10.661 0.06
```

Summary:
Total charge: +1
Frontier orbital gap in eV: 6.964
Multiplicity: 1
E_tot in eV: -4159694.9914

***

Number 1: E_HOMO -8.42 eV, strongest force on any atom 9.3 eV/Å. Number 2: E_HOMO -10.97 eV, strongest force on any atom 4.1 eV/Å. Number 3: E_HOMO -11.13 eV, strongest force on any atom 2.8 eV/Å.